No. 1
Density functional theory data (ωB97M-V/def2-TZVPD) for a cluster of 5 separate species, C20H21F32NO6P2 in total at a distorted geometry.

```
82
Properties=species:S:1:pos:R:3:lowdin_charge:R:1
F -1.369 2.846 -3.115 0.133
F 3.336 -4.035 1.240 0.088
C -0.442 -0.184 -1.896 -0.033
H -0.143 -4.235 3.369 -0.029
C 0.057 -1.476 -2.591 -0.429
F 4.406 -5.368 2.565 0.136
P -0.319 -3.169 1.503 0.379
H 0.374 0.365 -1.423 0.148
H -3.144 -1.128 2.675 0.089
F -1.486 5.622 -1.099 0.107
H -6.265 1.989 4.172 0.174
F 1.851 5.829 -2.233 0.103
H -1.061 -0.530 -1.069 0.099
C 1.446 -1.442 -3.239 -0.309
C 4.311 -8.521 1.019 -0.523
O -0.338 8.668 -2.475 0.031
C -0.823 1.670 -3.492 -0.513
H 3.126 -6.427 -0.284 0.144
O 0.629 -4.482 0.998 -0.248
C 5.403 -8.750 2.075 -0.287
H 2.221 -1.261 -2.487 0.172
C 0.687 6.392 -1.796 -0.430
C 0.275 7.425 -2.876 -0.029
H -0.648 1.527 2.464 0.176
H 0.251 -4.834 0.174 0.060
F 3.683 -9.694 0.804 0.147
F -0.882 -1.888 -3.469 0.133
F -1.480 8.133 0.082 0.105
H -2.630 -4.475 0.403 -0.110
F 6.047 -3.880 0.983 0.093
F 0.229 4.447 -0.519 0.089
F -4.838 2.860 3.123 0.104
N -0.568 -3.353 3.067 -0.247
F 5.976 -7.604 2.479 0.104
H -3.170 -2.474 1.315 -0.130
H 5.056 -4.580 -0.587 0.171
C -2.582 0.737 1.850 -0.414
C -1.717 8.745 -2.223 -0.524
O 0.585 -1.771 1.290 -0.229
F -0.854 0.180 -5.368 0.106
H 1.447 -2.001 0.907 0.053
C -2.994 -0.126 3.072 -0.033
O -1.327 0.709 -2.605 0.043
F 4.793 -8.142 -0.174 0.146
F -0.600 2.297 -5.767 0.099
C -2.042 9.026 -0.748 -0.289
C 4.085 -5.175 1.269 -0.428
C -1.213 1.405 -4.954 -0.284
H -2.293 1.500 -5.082 0.176
F -3.114 1.517 5.109 0.151
O -4.244 0.141 3.739 0.035
C -4.340 1.143 4.718 -0.524
H -1.686 10.018 -0.464 0.174
F 0.995 7.058 -0.662 0.129
F -2.173 9.778 -2.958 0.145
C 3.161 -6.337 0.804 -0.031
C -0.271 5.230 -1.508 -0.313
F 0.498 1.808 -3.307 0.150
F -4.906 0.561 5.793 0.148
O 3.321 -7.622 1.442 0.034
F -1.946 -0.103 0.967 0.027
H 1.215 7.753 -3.324 0.146
C -5.230 2.318 4.287 -0.288
F 6.173 -5.929 0.324 0.104
F 6.386 -9.528 1.567 0.100
F -3.698 1.161 1.220 0.134
P -2.245 -3.088 0.424 0.703
H 2.147 -6.044 1.088 0.114
F 1.712 -2.639 -3.823 0.089
F 1.577 -0.519 -4.200 0.109
F 0.112 -2.435 -1.616 0.033
H -0.397 4.604 -2.392 0.146
C -1.612 1.899 2.100 -0.303
H 4.985 -9.243 2.953 0.175
H -2.179 -0.232 3.788 0.147
F -3.378 8.971 -0.548 0.099
F -1.385 2.564 0.940 0.087
F -2.063 2.807 2.974 0.110
H -0.277 6.960 -3.693 0.143
F -5.189 3.299 5.217 0.100
F -2.330 7.655 -2.706 0.148
C 5.334 -4.890 0.425 -0.310
```

orbital gap: 8.5 eV
SMILES: FC(F)C(F)(F)COC(F)(F)C(F)F.FC(F)C(F)(F)COC(F)(F)C(F)F.FC(F)C(F)(F)COC(F)(F)C(F)F.FC(F)C(F)(F)COC(F)(F)C(F)F.N=P(O)(O)P
HOMO level: -8.78 eV
LUMO level: -0.28 eV
2S+1: 1

***

No. 2
Density functional theory data (ωB97M-V/def2-TZVPD) for a structure of composition C20H21F3INOS2 at a distorted geometry.

```
49
Properties=species:S:1:pos:R:3:lowdin_charge:R:1
S 3.888 -1.728 -0.887 0.754
C -1.544 0.358 2.468 -0.645
C -1.524 1.828 -1.316 -0.697
C 3.303 2.948 -1.403 -0.012
H 2.844 -2.485 1.120 0.008
C 3.380 4.638 -3.236 -0.188
C -2.322 -0.766 2.049 -0.142
H 3.888 -2.214 -3.223 0.034
H -5.651 -2.536 1.882 0.126
C 0.619 -0.794 2.296 -0.098
H -2.002 -2.897 1.993 0.098
C 1.432 1.538 -2.981 -0.053
C -4.629 0.434 2.412 -0.091
H -5.612 0.580 1.917 0.106
C -0.132 0.379 2.467 -0.312
H 0.414 -2.871 1.739 0.103
C -0.111 -1.944 1.998 -0.080
H -4.028 1.309 2.078 0.000
H 1.139 -0.992 -0.840 0.035
O -4.560 -1.324 0.773 0.023
C 3.097 -2.125 -2.462 -0.403
F -2.423 2.257 -0.375 0.038
H 2.977 1.344 0.047 0.113
C -1.516 -1.927 1.952 -0.039
F -2.232 1.070 -2.176 0.077
H 0.642 1.015 -3.499 0.121
H -4.727 0.445 3.520 0.074
H 2.419 -1.299 -2.722 0.009
C 1.022 0.084 -1.019 -0.531
H -4.027 -3.141 1.680 0.099
C 3.058 -2.956 0.148 -0.436
H 3.706 -3.836 0.305 0.035
H 2.114 -3.273 -0.319 0.031
C -4.596 -2.311 2.100 -0.024
H -4.536 -2.382 3.214 0.153
H 2.571 -3.087 -2.383 0.041
C 1.914 2.744 -3.417 -0.032
C 1.856 1.056 -1.739 -0.354
F -0.962 2.884 -1.968 0.072
S -0.168 0.823 -0.277 1.010
C 2.882 3.420 -2.665 -0.231
C 2.790 1.749 -0.950 -0.060
N 3.728 5.616 -3.782 0.137
C -3.899 -0.788 1.864 -0.358
H 0.387 1.322 2.634 0.075
I -2.148 1.957 3.669 1.052
H 4.007 3.508 -0.777 0.122
H 1.563 3.180 -4.353 0.127
H 1.711 -0.811 2.443 0.116
```

orbital gap: 2.8 eV
HOMO level: -5.88 eV
LUMO level: -3.10 eV
2S+1: 1

***

No. 3
Density functional theory data (ωB97M-V/def2-TZVPD) for an isolated molecule of C20H21F3N4O2.

```
50
Properties=species:S:1:pos:R:3:lowdin_charge:R:1
H -1.141 -2.984 -0.322 0.089
H -4.170 4.034 1.654 0.098
C -2.566 -2.712 1.375 -0.197
H 3.866 -0.538 2.195 0.124
H 5.593 0.525 -1.569 0.124
H 1.683 -0.895 1.088 0.123
F 6.963 1.103 0.418 0.138
H -0.811 -4.052 1.103 0.105
H 3.405 0.188 -2.666 0.127
H 0.424 1.909 0.599 0.116
H 1.741 1.943 -1.353 0.117
C -0.163 2.087 -0.304 -0.089
H -4.621 1.677 2.951 0.094
H -3.540 -3.707 -0.333 0.106
N -2.841 -0.371 1.802 0.152
C -3.937 1.874 2.152 -0.007
N 0.434 0.449 -2.016 -0.052
C 4.732 0.224 -0.991 0.004
H -2.770 -0.624 2.776 0.148
C -1.538 -3.467 0.559 -0.085
C 2.401 -0.348 -0.851 -0.141
H -1.122 -0.798 -2.524 0.122
C -1.926 1.061 -1.745 -0.102
O 0.678 -1.770 -1.627 0.077
H -2.081 2.064 -2.143 0.119
O -3.306 -1.158 -0.274 0.092
H -3.229 -4.814 1.074 0.102
N -2.404 1.671 0.588 -0.056
F 6.891 -0.938 1.089 0.141
C 3.506 0.039 -1.602 -0.010
C -2.956 -3.911 0.551 -0.096
C 2.536 -0.569 0.514 0.001
C -3.083 0.980 1.536 -0.243
C 6.185 0.208 1.046 -0.589
F 6.075 0.626 2.317 0.137
H 0.396 2.472 -2.373 0.131
H -0.903 0.591 -3.610 0.128
C 0.681 1.799 -1.561 -0.125
H -1.123 0.174 0.039 0.146
C 4.851 0.026 0.379 -0.117
C 3.758 -0.377 1.134 0.005
H -2.878 0.533 -1.742 0.106
H -0.498 3.124 -0.298 0.108
C -2.961 -1.373 0.867 -0.444
H -2.523 -2.816 2.452 0.133
C -0.900 0.270 -2.564 -0.114
C 1.085 -0.628 -1.519 -0.430
N -2.789 2.944 0.551 0.087
C -1.398 1.174 -0.312 -0.254
C -3.706 3.083 1.487 -0.147
```

orbital gap: 9.5 eV
SMILES: O=C(Nc1ccnn1C1CCN(C(=O)c2ccc(C(F)(F)F)cc2)CC1)C1CC1
HOMO level: -9.02 eV
LUMO level: 0.50 eV
2S+1: 1

***

No. 4
Density functional theory data (ωB97M-V/def2-TZVPD) for a structure of composition C20H21N2O7PRhS4 at a distorted geometry.

```
56
Properties=species:S:1:pos:R:3:lowdin_charge:R:1
H 4.367 2.402 -0.611 0.101
S 0.250 6.078 0.114 1.015
C 3.959 4.504 -0.450 -0.107
N -0.063 3.543 -0.004 -0.138
C 1.307 3.742 -0.185 -0.272
S -0.641 0.579 -1.460 0.468
H 3.999 -1.011 -0.354 0.056
H 2.683 -1.910 3.037 0.085
O 0.096 -2.076 -0.243 -0.308
H 4.324 -1.925 1.137 0.082
H 1.046 -4.539 -0.390 0.078
C -4.206 -0.951 -0.531 0.066
C 3.599 3.155 -0.483 -0.078
C -1.550 0.348 2.478 -0.593
H 1.113 -3.884 -2.036 0.045
C 2.278 2.762 -0.355 0.000
H -0.076 -5.147 -1.627 0.081
O -4.257 -3.150 0.293 0.077
H 1.980 1.726 -0.378 0.069
C -3.823 -1.876 0.432 -0.296
C 1.667 5.092 -0.156 -0.472
C 3.545 -1.598 0.444 -0.093
H -1.196 -3.587 -0.080 0.126
C 1.901 -1.618 2.329 -0.041
H -0.857 -2.362 -2.850 0.064
P 0.778 -0.782 -0.908 -0.124
C 0.446 -4.258 -1.259 -0.065
S 1.927 -1.163 -2.426 0.261
C -0.735 4.639 0.211 -1.148
C -3.734 0.331 -0.407 -0.192
C 2.523 -0.796 1.225 -0.418
C -1.453 -2.795 -2.043 -0.068
S -2.375 4.533 0.597 0.612
C -3.919 1.415 -1.430 -0.612
Rh -1.539 2.084 0.169 0.882
C -2.992 -1.488 1.480 0.073
H 3.265 6.536 -0.266 0.101
H 3.084 -2.479 -0.007 0.059
H -2.196 -2.062 -1.733 0.046
C -2.569 -0.185 1.514 -0.172
H 5.002 4.787 -0.541 0.095
H -3.927 -3.677 1.028 0.111
C 2.995 5.486 -0.291 -0.104
H 1.153 -1.054 2.867 0.072
O -4.894 1.387 -2.163 0.058
O 1.502 -0.185 0.370 -0.342
H 1.441 -2.520 1.918 0.077
H -4.834 -1.223 -1.368 0.142
H -2.634 -2.178 2.237 0.137
O -2.974 2.294 -1.401 -0.207
H 3.010 0.073 1.666 0.140
O -0.905 1.376 2.033 -0.125
O -1.403 -0.210 3.554 0.051
C -0.566 -3.197 -0.880 -0.454
N -2.953 0.696 0.603 0.012
H -1.966 -3.682 -2.425 0.089
```

net charge: -1
orbital gap: 7.3 eV
HOMO level: -5.40 eV
LUMO level: 1.93 eV
2S+1: 1

***

> Which of these has the lowest orbital gap?

C20H21F3INOS2

***

> Among the records above, which one has the highest HOMO level?

C20H21N2O7PRhS4

***

> What is the orbital gap in the second record?

2.8 eV